1.
The following is a DFT calculation (the ωB97M-V functional and the def2-TZVPD basis) of one molecule with the formula C6H4O.

Each line ends with the Mulliken charge.
Element x y z (Å)
H1 1.62523 -1.95520 -1.73092  0.3391
H2 -0.80471 -0.92438 -1.94468  0.2459
C1 1.12169 -1.21204 -1.08333  0.0434
C2 -0.32659 2.70063 2.14266  -0.5744
C3 -0.62975 0.56051 0.74498  0.8074
C4 -0.40530 -1.30568 -1.00402  -0.5428
C5 -0.83385 -0.39448 0.03529  -0.0212
H3 -0.72151 -2.34810 -0.93789  0.3635
C6 -0.47009 1.68462 1.51439  -0.6822
O1 1.75014 -0.36825 -0.50027  -0.4244
H4 -0.30526 3.56237 2.76378  0.4459

As for the structure (SMILES): C#CC#CCC=O. Its HOMO energy is -9.38 eV. The net charge is 0.

2.
The following is a DFT calculation (the ωB97M-V functional and the def2-TZVPD basis) of one molecule with the formula C6H4O.

Each line ends with the Mulliken charge.
Element x y z (Å)
C1 0.00247 -0.94657 0.69108  -0.6497
C2 2.33900 -0.01036 0.28855  -0.0906
C3 1.19378 -0.70306 0.57011  -0.2639
C4 -0.91957 -0.09016 -0.06888  0.4044
H1 -2.39935 0.27342 -1.55830  0.2151
O1 -2.01468 0.56369 0.51070  -0.3972
C5 -2.24457 -0.26672 -0.62502  -0.2778
C6 3.26419 0.70888 -0.00049  0.1335
H2 4.09172 1.33785 -0.23547  0.4001
H3 -2.85476 -1.14092 -0.44884  0.2539
H4 -0.29118 0.55777 -0.67267  0.2720

As for the structure (SMILES): C#CC#C[C@H]1CO1. Its HOMO energy is -9.53 eV. The net charge is 0.

Order of stability, best first: 1, 2

1.
The following is a DFT calculation (the ωB97M-V functional and the def2-TZVPD basis) of one molecule with the formula C6H4O.

Each line ends with the Mulliken charge.
Element x y z (Å)
H1 -2.79299 1.08237 0.35927  0.3647
H2 4.00108 -0.24512 0.09603  0.4031
C1 -0.56002 0.87609 0.11305  -0.5853
C2 -2.37155 -0.72467 -0.37452  -0.5245
C3 1.74272 -0.06085 -0.09266  -0.4107
C4 -1.95393 0.46125 0.04046  -0.0036
C5 0.31280 -0.11343 -0.15101  0.4154
H3 -0.24892 1.87950 0.38017  0.3771
C6 2.93954 -0.16787 -0.00838  0.0458
H4 -0.88365 -1.64607 0.13326  0.3591
O1 -0.18510 -1.34120 -0.49567  -0.4412

Its HOMO energy is -8.98 eV. The net charge is 0.

2.
The following is a DFT calculation (the ωB97M-V functional and the def2-TZVPD basis) of one molecule with the formula C6H4O.

Each line ends with the Mulliken charge.
Element x y z (Å)
O1 0.37889 0.57629 1.79504  -0.4670
C1 -0.09031 -1.85974 0.17301  -1.0464
C2 -1.79684 -0.18936 -0.65080  -0.2619
H1 -0.76144 -2.64757 -0.17376  0.3430
H2 0.85257 -1.93422 -0.37903  0.2854
C3 0.32068 1.82578 -0.18422  -0.3564
C4 -0.68395 -0.48403 -0.03366  0.4580
C5 0.64610 2.73799 -0.90092  0.2692
C6 0.02328 0.67100 0.64392  0.0742
H3 0.11547 -1.99598 1.23799  0.3035
H4 0.93782 3.54789 -1.53482  0.3984

Its HOMO energy is -10.44 eV. The net charge is 0.

Order of stability, best first: 2, 1

1.
The following is a DFT calculation (the ωB97M-V functional and the def2-TZVPD basis) of a 2-piece molecular cluster, C4H3N overall.

Each line ends with the Mulliken charge.
Element x y z (Å)
C1 1.41339 -0.40937 0.46317  -0.4760
C2 -2.80976 0.18823 0.21198  0.1237
H1 1.46849 -1.40683 0.16976  0.2277
H2 0.55380 0.87080 -1.52560  0.3567
C3 0.14233 0.23978 0.75404  -0.2044
H3 2.47751 -0.05102 0.93677  0.1841
C4 0.45169 0.43340 -0.50385  0.0415
N1 -3.69744 0.13500 -0.50627  -0.2533

Its HOMO energy (spin up / spin down) is -9.71 / -10.42 eV. The net charge is 0.

2.
The following is a DFT calculation (the ωB97M-V functional and the def2-TZVPD basis) of a 2-piece molecular cluster, C4H3N overall.

Each line ends with the Mulliken charge.
Element x y z (Å)
H1 -2.64966 -0.23696 0.55667  0.2696
C1 3.15162 0.64640 -0.34645  -0.2726
C2 2.26930 0.98296 0.36624  -0.0497
H2 4.13389 0.23230 -0.70986  0.2979
C3 -0.68266 0.60459 0.13921  -0.0842
C4 -2.08752 0.29372 -0.15153  -0.1053
H3 -2.11391 -0.08466 -1.14885  0.2071
N1 -1.36587 1.59439 0.04401  -0.2627

Its HOMO energy (spin up / spin down) is -11.05 / -10.10 eV. The net charge is 0.

Order of stability, best first: 1, 2

1.
The following is a DFT calculation (the ωB97M-V functional and the def2-TZVPD basis) of one molecule with the formula C4H3N.

Each line ends with the Mulliken charge.
Element x y z (Å)
H1 -1.66781 0.94982 -0.19340  0.3162
H2 -1.28295 -0.68361 -0.78124  0.2858
C1 1.46050 -0.55696 0.10268  0.1496
N1 2.30287 -1.34305 0.23745  -0.3362
H3 -1.30536 -0.35199 0.96268  0.2828
C2 0.40936 0.42049 -0.06670  0.6012
C3 -1.05427 0.06459 -0.01699  -0.9336
C4 1.13765 1.50070 -0.24448  -0.3657

Its HOMO energy is -10.75 eV. The net charge is 0.

2.
The following is a DFT calculation (the ωB97M-V functional and the def2-TZVPD basis) of one molecule with the formula C4H3N.

Each line ends with the Mulliken charge.
Element x y z (Å)
C1 0.46889 -1.36834 0.61303  -0.7165
C2 -0.54150 -0.27040 -0.03157  -0.6162
N1 0.44937 1.80488 0.79901  -0.3554
H1 0.57806 -1.87232 -1.64650  0.4135
H2 0.26728 2.77350 0.70371  0.2906
C3 0.41121 -1.50945 -0.67105  0.0682
H3 -1.57843 -0.47582 0.09089  0.3597
C4 -0.05487 0.91795 0.14248  0.5560

Its HOMO energy is -8.40 eV. The net charge is 0.

Order of stability, best first: 1, 2

1.
The following is a DFT calculation (the ωB97M-V functional and the def2-TZVPD basis) of one molecule with the formula C4H3N.

Each line ends with the Mulliken charge.
Element x y z (Å)
N1 -0.83784 1.61486 -0.56275  -0.5393
H1 -0.91973 -1.11181 1.15946  0.2381
C1 -0.86951 0.50268 -0.23959  0.3928
C2 1.01378 -0.55441 0.26943  -0.4379
H2 1.24918 1.51146 -0.31000  0.3893
H3 -0.74038 -1.60937 -0.53729  0.2382
C3 -0.45252 -0.85697 0.20329  -0.1656
C4 1.55702 0.50355 0.01745  -0.1156

As for the structure (SMILES): C#CCC#N. Its HOMO energy is -10.25 eV. The net charge is 0.

2.
The following is a DFT calculation (the ωB97M-V functional and the def2-TZVPD basis) of one molecule with the formula C4H3N.

Each line ends with the Mulliken charge.
Element x y z (Å)
H1 1.37052 1.53422 0.69604  0.2717
H2 0.07700 1.39711 1.81446  0.2996
N1 -1.32735 -1.72960 -2.89267  -0.4170
C1 -0.03500 -0.02534 0.02865  0.0810
H3 1.37358 -0.19874 1.63263  0.2416
C2 0.69815 0.72441 1.20928  -0.8286
C3 -0.86427 -0.63801 -0.63465  0.1275
C4 -1.29263 -1.06405 -1.85373  0.2241

As for the structure (SMILES): CC#CC#N. Its HOMO energy is -10.27 eV. The net charge is 0.

3.
The following is a DFT calculation (the ωB97M-V functional and the def2-TZVPD basis) of one molecule with the formula C4H3N.

Each line ends with the Mulliken charge.
Element x y z (Å)
H1 1.08637 -0.59867 -1.08731  0.2844
C1 0.02352 -0.64039 -0.83347  -0.9414
C2 0.31025 0.64248 1.40179  0.1418
N1 0.81109 0.78430 2.43745  -0.3382
C3 -0.32206 0.48087 0.11467  0.5764
H2 -0.56339 -0.55836 -1.75034  0.3207
C4 -1.15948 1.49465 0.07976  -0.3262
H3 -0.18630 -1.60489 -0.36254  0.2825

Its HOMO energy is -10.76 eV. The net charge is 0.

Order of stability, best first: 2, 3, 1

1.
The following is a DFT calculation (the ωB97M-V functional and the def2-TZVPD basis) of a 2-piece molecular cluster, C4H8NO3 overall.

Each line ends with the Mulliken charge.
Element x y z (Å)
C1 -1.60084 0.56516 1.10812  -0.8419
H1 1.04376 0.80583 -0.02030  0.2531
H2 2.17172 1.30224 -1.44378  0.2750
C2 -1.05880 -0.05121 2.40659  0.6605
H3 -0.41547 -0.78443 -0.63211  0.1770
H4 -0.80566 1.13272 0.62007  0.1887
N1 0.06751 -1.17273 -1.43597  -0.2729
H5 -1.87305 -0.17113 0.35509  0.1298
C3 1.13062 -0.41614 -1.84674  0.5400
O1 1.53550 -0.44979 -2.99999  -0.6612
H6 -0.26326 -1.97016 -1.90643  0.1588
O2 -1.86144 -0.00021 3.37765  -0.7421
H7 2.56298 -0.00163 -0.37131  0.2111
H8 -2.42619 1.25293 1.29324  0.3455
C4 1.72433 0.53631 -0.80880  -0.7465
O3 0.06830 -0.57777 2.30466  -0.6749

Its HOMO energy is -4.32 eV. The net charge is -1.

2.
The following is a DFT calculation (the ωB97M-V functional and the def2-TZVPD basis) of a 2-piece molecular cluster, C4H8NO3 overall.

Each line ends with the Mulliken charge.
Element x y z (Å)
H1 -1.14379 2.19262 -0.82244  0.2651
C1 0.60482 -0.29252 0.80215  -0.1952
C2 0.36272 -1.61553 -0.02409  -0.2306
H2 -0.00041 -1.28059 -1.05236  0.1441
O1 -0.63609 -2.37928 0.58478  -0.7488
O2 0.28212 0.44140 -2.91865  -1.0191
H3 -1.41713 -0.65299 1.38927  0.2919
O3 0.51984 2.24730 1.32002  -0.6138
C3 -0.03102 1.20560 0.72016  0.8235
H4 1.52545 -0.37473 1.42978  0.3650
N1 -0.80605 1.24348 -0.58468  -0.3279
C4 -0.65520 0.05750 1.65701  -0.7709
H5 1.33865 -2.20085 -0.16468  0.3005
H6 -0.57638 0.27555 2.69144  0.3337
H7 -0.33607 0.75984 -1.42152  0.2287
H8 0.96856 0.37322 -3.60618  0.1540

Its HOMO energy is -4.06 eV. The net charge is -1.

3.
The following is a DFT calculation (the ωB97M-V functional and the def2-TZVPD basis) of a 2-piece molecular cluster, C4H8NO3 overall.

Each line ends with the Mulliken charge.
Element x y z (Å)
H1 0.61385 -0.48485 -2.85321  0.2623
H2 -2.45611 0.33627 2.97560  0.2029
O1 -0.73877 0.58642 -1.76378  -0.5750
C1 0.45706 -0.15132 -1.82409  -0.4586
O2 -1.50785 0.73501 0.84810  -0.8331
C2 2.37951 0.38460 -0.29601  -0.6898
H3 3.23628 0.98577 -0.01318  0.2523
O3 -1.12350 -1.49709 0.83017  -0.7210
H4 -2.41461 -1.35815 2.97443  0.1983
N1 -1.98653 -0.50368 2.67426  -0.5182
H5 1.87190 1.57449 -1.90040  0.2672
C3 1.63816 0.65346 -1.36581  -0.0077
C4 -1.51451 -0.43041 1.33931  0.6878
H6 2.17564 -0.46878 0.34298  0.2444
H7 -1.00021 0.66644 -0.79253  0.4309
H8 0.36969 -1.02816 -1.17584  0.2573

Its HOMO energy is -4.59 eV. The net charge is -1.

Order of stability, best first: 1, 3, 2